# 1
# C22H26FeN2OS5

A molecular structure, C22H26FeN2OS5 (ωB97M-V/def2-TZVPD, OMol25).

Each line ends with the Mulliken charge.
Cartesian coordinates (Å):
Fe -0.46969 -0.41577 -1.58216  0.066
C 0.52565 1.54937 2.17394  -1.363
C -0.13448 1.20427 0.86972  1.116
N 0.30594 0.21776 0.14356  0.536
N 1.48049 -0.37416 0.58652  -0.309
C 2.13316 -0.97699 -0.31598  0.263
S 1.61566 -1.07047 -1.97438  -0.297
S 3.64823 -1.77860 0.00524  -0.113
C 3.91216 -1.33244 1.73672  -0.858
C 4.37935 0.08217 1.98690  0.577
C 5.19479 0.77182 1.09908  -0.286
C 5.64763 2.04663 1.40839  -0.583
C 5.28684 2.64744 2.60580  -0.484
C 4.46857 1.96603 3.49547  -0.529
C 4.02193 0.68932 3.18689  -0.446
C -1.18945 2.05746 0.38648  0.143
C -1.87326 2.94062 1.25166  -0.680
C -2.72129 3.89519 0.75989  -0.905
C -2.86805 4.02808 -0.62950  -0.418
C -2.22021 3.17452 -1.48783  -0.541
C -1.40846 2.14751 -0.98442  0.838
O -0.87115 1.29370 -1.84312  -1.080
H 1.49551 1.07434 2.25344  -0.002
H -0.10037 1.20781 3.00196  0.397
H 0.63801 2.62802 2.25435  0.516
H 4.65383 -2.06057 2.07145  0.496
H 2.97973 -1.52083 2.26640  0.260
H 5.47538 0.31588 0.15777  0.371
H 6.29379 2.56793 0.71468  0.399
H 5.63930 3.64193 2.84395  0.404
H 4.18214 2.42499 4.43264  0.406
H 3.39931 0.15044 3.89287  0.394
H -1.73429 2.85060 2.32039  0.442
H -3.24979 4.55619 1.43153  0.439
H -3.50519 4.80527 -1.03106  0.411
H -2.31801 3.25862 -2.56165  0.503
C -3.75320 -1.91285 -3.50189  -0.728
C -4.26146 -1.27772 -2.21071  -0.832
S -3.02193 -0.53436 -1.09461  0.308
C -2.96110 -1.62021 0.33252  -0.913
C -2.33209 -2.96502 0.04872  -0.629
S -0.60034 -2.74282 -0.45033  0.142
C -0.49116 -3.68083 -2.00738  -0.999
C -1.20779 -3.04927 -3.19314  0.170
S -2.95919 -3.52622 -3.30695  -0.112
H -3.06703 -1.25086 -4.03056  0.346
H -4.60884 -2.09040 -4.15389  0.459
H -4.82817 -1.99408 -1.61590  0.423
H -4.91868 -0.44595 -2.46595  0.494
H -3.96983 -1.73213 0.73210  0.593
H -2.36775 -1.05341 1.05419  0.300
H -2.84556 -3.49530 -0.74956  0.267
H -2.34683 -3.57891 0.95013  0.506
H -0.85001 -4.69117 -1.81013  0.529
H 0.57810 -3.72871 -2.20555  0.493
H -0.71846 -3.33787 -4.12281  0.492
H -1.18244 -1.95602 -3.12589  -0.387

Results
LUMO level (spin up / spin down) ... -4.761 / -3.795 eV
Energy relative to the best compared isomer or geometry (same formula, charge and spin) ... 0.297 eV
Total charge ... +1
Multiplicity ... 2
Energy ... -4293.07731 hartree
HOMO-LUMO gap (spin up / spin down) ... 0.23120 / 0.27154 Ha

---

# 2
# C14H14BrMgNO2

A molecular structure, C14H14BrMgNO2 (ωB97M-V/def2-TZVPD, OMol25).

Each line ends with the Mulliken charge.
Cartesian coordinates (Å):
C -1.04660 -1.32928 -2.61606  -0.389
C -1.21887 -2.38348 -1.68931  -0.695
C -2.04594 -1.89696 -0.60446  -0.471
H -0.84522 -3.39992 -1.79421  0.421
C -2.30260 -0.49996 -0.87848  -0.691
C -1.71617 -0.17965 -2.11645  -0.486
H -1.78981 0.77915 -2.64140  0.351
H -0.51025 -1.38946 -3.55847  0.422
H -2.56437 -2.52189 0.14320  0.578
H -2.92160 0.15631 -0.26806  0.386
Mg -0.44038 -1.85459 0.89171  0.480
Br 1.42964 -3.18244 0.16679  -0.698
C 2.63342 0.88324 -0.68453  -0.511
C 1.79461 1.64455 -1.54937  -0.559
C 1.60925 0.88542 -2.75412  -0.665
H 1.36063 2.61364 -1.33164  0.361
C 2.34316 -0.33517 -2.62970  -0.498
C 2.98972 -0.32410 -1.35653  -0.637
H 3.63096 -1.11173 -0.96408  0.415
H 2.95813 1.18331 0.31118  0.399
H 1.05160 1.20614 -3.62074  0.458
H 2.39433 -1.12943 -3.36729  0.380
O 0.34028 2.52825 1.02488  -0.552
C -0.04273 1.70993 1.84730  -0.004
C -0.43106 2.03552 3.28995  -0.339
C -1.02338 0.75313 3.82737  -0.540
C -0.85660 -0.20575 2.67234  1.093
O -1.27581 -1.41097 2.64488  -0.701
N -0.23187 0.33838 1.60839  -0.237
H 0.44661 2.33753 3.87158  0.212
H -1.13743 2.86924 3.32638  0.241
H -0.49499 0.40063 4.71937  0.236
H -2.08668 0.83040 4.07957  0.238

Results
LUMO level ... 4.668 eV
Total charge ... -2
Energy ... -3521.29947 hartree
HOMO-LUMO gap ... 0.14294 Ha

---

# 3
# C5H12IN2

A gas-phase ion, C5H12IN2 (charge +1) (ωB97M-V/def2-TZVPD, OMol25).

Each line ends with the Mulliken charge.
Cartesian coordinates (Å):
C 0.46804 -2.12271 -1.56579  -1.792
C -0.09135 -1.55947 -0.35684  0.011
I -2.25708 -1.88991 -0.38691  0.224
C 0.02255 0.02357 -0.32248  0.584
N 0.34316 0.57696 -1.47126  -0.249
N -0.09691 0.77923 0.70124  0.032
C -0.04788 2.25914 0.67188  -1.014
C -0.31244 0.27911 2.10259  -0.990
H -0.13876 -2.01989 -2.61687  0.368
H 0.64009 -3.17136 -1.39061  0.396
H 1.40693 -1.72423 -1.71646  0.554
H 0.46793 -1.92683 0.48717  0.520
H 0.47433 0.16636 -2.38162  0.234
H 0.42882 1.53319 -1.39538  -0.021
H 0.02402 2.82234 -0.25894  0.354
H -0.97175 2.78815 0.96196  0.364
H 0.75524 2.57671 1.48788  0.340
H 0.54945 -0.27912 2.49880  0.343
H -0.46422 1.18045 2.71937  0.398
H -1.20018 -0.29168 2.23227  0.344

Results
LUMO level ... -3.683 eV
Energy relative to the best compared isomer or geometry (same formula, charge and spin) ... 1.008 eV
Total charge ... +1
Energy ... -604.64218 hartree
HOMO-LUMO gap ... 0.35580 Ha

---

# 4
# C5H13N2

A gas-phase ion, C5H13N2 (charge +2) (ωB97M-V/def2-TZVPD, OMol25).

Each line ends with the Mulliken charge.
Cartesian coordinates (Å):
C 2.12465 -0.65317 0.84345  -1.290
C 0.67193 -0.81945 0.40637  0.249
C 0.39092 0.03568 -0.87749  -0.891
C -1.02119 0.47361 -1.03394  0.763
C -1.44440 1.71074 -0.99054  -0.882
N -1.99210 -0.54289 -1.06715  -0.249
N -0.03361 -0.05429 1.56688  -0.361
H 2.44925 0.42415 0.57020  0.340
H 2.52739 -0.92727 1.89098  0.388
H 2.96905 -1.39118 0.47358  0.343
H 0.28631 -1.84145 0.35667  0.415
H 0.54444 -0.62454 -1.79340  0.447
H 1.09019 0.84405 -1.07292  0.406
H -0.93115 2.56240 -0.72795  0.365
H -2.49697 1.93844 -1.22993  0.290
H -1.67991 -1.32100 -1.58406  0.294
H -2.85892 -0.38185 -1.38536  0.268
H -0.02224 -0.51263 2.47440  0.376
H -1.00096 0.18485 1.43021  0.314
H 0.42731 0.89579 1.74999  0.415

Results
LUMO level (spin up / spin down) ... -7.925 / -12.307 eV
Energy relative to the best compared isomer or geometry (same formula, charge and spin) ... 2.719 eV
Total charge ... +2
Multiplicity ... 2
Energy ... -307.06633 hartree
HOMO-LUMO gap (spin up / spin down) ... 0.43796 / 0.27794 Ha

---

# 5
# C5H9NO

A single C5H9NO molecule (ωB97M-V/def2-TZVPD, OMol25).

Each line ends with the Mulliken charge.
Cartesian coordinates (Å):
O -0.02781 2.48962 1.43030  -0.547
C 0.32613 1.52644 0.47533  0.096
C 1.01926 0.21384 0.95938  -0.725
C 0.02072 -0.50947 0.09180  0.139
C -0.38241 -2.01366 -1.70193  -0.640
N 0.01514 -1.72274 -0.45444  -0.113
C -0.79789 0.71141 -0.21975  -0.636
H -0.54468 2.04250 2.11310  0.341
H 0.94005 2.04605 -0.26528  0.351
H 0.95971 0.06250 2.04804  0.270
H 2.07397 0.12434 0.66294  0.207
H -0.40495 -1.20510 -2.41318  0.226
H -0.77536 -2.98429 -1.95940  0.270
H 0.35780 -2.49661 0.11760  0.249
H -1.04219 0.99656 -1.24823  0.316
H -1.73749 0.71863 0.36372  0.198

Results
LUMO level (spin up / spin down) ... 0.913 / 0.921 eV
Energy relative to the best compared isomer or geometry (same formula, charge and spin) ... 4.246 eV
Total charge ... 0
Energy ... -325.78151 hartree
HOMO-LUMO gap (spin up / spin down) ... 0.27579 / 0.27142 Ha

---

# 6
# CH8N2O

2 unconnected molecules or ions with the total composition CH8N2O (ωB97M-V/def2-TZVPD, OMol25).

Each line ends with the Mulliken charge.
Cartesian coordinates (Å):
N -1.53405 -1.18974 -0.61712  -0.595
C -0.31817 -0.75898 0.07122  -0.314
N -0.31368 0.59736 0.60429  -0.618
H -2.35791 -0.77390 -0.20427  0.233
H -1.49103 -0.93052 -1.59695  0.253
H -0.11351 -1.44032 0.88995  0.317
H 0.49354 -0.86940 -0.65202  0.287
H -0.77153 1.26024 -0.00466  0.201
H -0.67178 0.64487 1.54512  0.221
O 2.48435 1.38082 -0.31863  -0.684
H 3.01742 0.96267 0.37483  0.312
H 1.57634 1.11691 -0.09175  0.389

Results
LUMO level ... 0.956 eV
Energy relative to the best compared isomer or geometry (same formula, charge and spin) ... 0.030 eV
Total charge ... 0
Energy ... -227.63993 hartree
HOMO-LUMO gap ... 0.37764 Ha